82
Properties=species:S:1:pos:R:3:forces:R:3:mulliken_charge:R:1 method="wB97M-V/def2-TZVPD" largest_force_ha_per_bohr=0.0159 lumo_ha=-0.1521 total_energy_ev=-53461.5957 total_charge=+1
C 0.447929 -1.252333 0.393423 0.45 -0.20 0.07 -1.0865
P 0.973162 0.036827 1.580237 -0.25 0.18 0.13 0.1242
C 1.579440 -0.920655 3.020986 0.26 -0.06 -0.16 -1.0897
C 2.513292 0.656295 0.753193 -0.10 0.37 -0.33 -0.1469
C 3.498411 1.488587 1.636945 0.15 0.06 0.01 -0.4063
N 3.761847 2.739923 0.848892 0.05 -0.81 0.06 -0.4268
C 3.224045 2.366066 -0.380625 -0.18 0.53 0.01 0.3648
N 3.870338 2.545125 -1.477271 -0.18 0.06 -0.32 -0.2350
N 2.036196 1.635440 -0.326222 0.55 -0.15 0.34 -0.2789
H -0.126075 -0.811828 -0.420068 -0.09 -0.07 0.02 0.2082
H -0.146002 -1.979518 0.947893 -0.23 0.08 -0.13 0.5742
H 1.294782 -1.791776 -0.036299 -0.01 -0.01 -0.04 0.3628
H 2.638525 -1.175342 2.964610 0.00 -0.01 -0.01 0.3648
H 1.390550 -0.363773 3.935893 0.03 -0.01 0.02 0.3042
H 1.022999 -1.856058 3.058855 -0.05 0.00 0.08 0.4329
H 3.080452 -0.096016 0.203068 -0.14 -0.25 0.16 0.5560
H 3.150864 1.705277 2.643657 -0.17 0.13 -0.04 0.1056
H 4.449862 0.969243 1.704288 -0.01 -0.07 0.19 0.3181
H 3.234717 3.535843 1.207973 0.31 0.13 0.02 0.3384
H 3.405548 2.360619 -2.360671 0.12 -0.23 0.06 0.2993
H 4.841131 2.835014 -1.476763 -0.15 0.37 0.10 0.3048
H 1.367721 2.246089 0.159610 -0.32 -0.13 -0.32 0.0147
N 0.230697 -4.268071 -3.177746 0.00 0.00 0.12 0.0424
C 1.510878 -4.751621 -3.223979 -0.03 -0.11 0.04 -0.9361
C 2.363633 -3.682546 -3.295392 -0.02 0.02 0.08 -0.5021
C 1.561775 -2.508431 -3.291516 0.04 0.05 0.09 -0.3868
C 0.251791 -2.902994 -3.214378 -0.07 0.04 0.03 -0.7086
H -0.600216 -4.829845 -3.130243 0.00 0.00 -0.11 0.2399
H 1.707009 -5.811240 -3.213974 0.01 0.00 -0.12 0.7233
H 3.438071 -3.738791 -3.346629 0.00 -0.01 -0.04 0.4514
H 1.906491 -1.488456 -3.341428 -0.01 0.00 -0.04 0.5190
H -0.661623 -2.331822 -3.181174 -0.01 -0.02 -0.06 0.5386
N -3.143785 -3.413329 -1.505255 0.12 -0.02 0.00 0.0046
C -3.332052 -2.082609 -1.237679 0.05 0.00 -0.03 -0.5094
C -4.474176 -1.684359 -1.878456 0.00 0.00 -0.02 -0.3655
C -4.996340 -2.819523 -2.556930 0.00 0.01 -0.01 -0.5607
C -4.156049 -3.870383 -2.306420 0.02 0.05 -0.01 -0.4762
H -2.384439 -3.968137 -1.155625 -0.05 -0.02 0.07 0.2110
H -2.645057 -1.538155 -0.611702 -0.02 -0.01 0.03 0.4129
H -4.894498 -0.692567 -1.859799 -0.01 0.00 0.00 0.4735
H -5.889752 -2.858224 -3.156667 0.00 0.00 0.00 0.4093
H -4.194531 -4.897214 -2.627604 -0.02 0.00 0.01 0.4038
N 3.471511 4.417396 7.031726 0.00 0.01 0.01 0.0317
C 2.999831 3.138199 7.111900 0.00 0.01 0.01 -0.6716
C 3.046814 2.595370 5.855818 0.00 0.00 -0.05 -0.2601
C 3.569777 3.593907 4.988216 -0.04 -0.03 -0.06 0.1231
C 3.822217 4.707502 5.745287 -0.02 0.00 0.02 -0.8346
H 3.548821 5.051569 7.806438 0.01 -0.01 0.00 0.1904
H 2.674798 2.721506 8.049224 0.00 -0.01 0.00 0.3765
H 2.743528 1.594097 5.596370 0.01 0.00 0.01 0.4050
H 3.746662 3.509128 3.928003 0.06 0.03 0.01 0.2966
H 4.220608 5.670870 5.478497 0.00 0.00 0.00 0.3573
N 1.897876 -6.694128 -0.213545 -0.01 0.02 0.00 0.1054
C 2.970237 -6.575450 0.628552 -0.02 0.03 0.00 -0.4332
C 2.866871 -7.554050 1.580556 -0.01 0.00 0.01 -0.5111
C 1.686011 -8.294386 1.300407 0.01 0.00 0.01 -0.5745
C 1.112058 -7.740705 0.187861 -0.01 0.03 0.00 -0.3433
H 1.720695 -6.102189 -1.004710 0.03 0.04 0.00 0.2808
H 3.714251 -5.812221 0.476428 0.01 -0.01 -0.01 0.3706
H 3.561721 -7.726140 2.385290 0.00 -0.01 0.00 0.3929
H 1.306186 -9.138698 1.850470 0.00 0.00 0.00 0.3877
H 0.217145 -8.005428 -0.349161 0.00 -0.01 0.00 0.3467
N -1.254638 2.221809 0.005697 0.05 0.01 -0.05 0.1532
C -1.284320 3.533302 0.399488 0.09 0.02 -0.02 -0.6147
C -2.002325 4.233544 -0.534756 0.00 -0.01 -0.03 -0.5735
C -2.427394 3.305942 -1.526048 0.02 0.04 -0.03 -0.2832
C -1.949109 2.075082 -1.163812 0.04 0.00 -0.01 -0.7051
H -0.775767 1.491657 0.506336 -0.21 -0.04 0.15 0.1456
H -0.811109 3.854289 1.313228 -0.06 -0.01 0.03 0.4631
H -2.203084 5.292337 -0.500311 0.02 0.00 0.00 0.4824
H -3.019550 3.514348 -2.402156 -0.01 0.00 0.01 0.4570
H -2.050208 1.114174 -1.640928 -0.02 0.00 0.01 0.4427
N -5.173741 5.475885 -2.259755 0.02 0.00 0.02 0.0306
C -6.463978 5.087358 -2.022500 0.01 0.00 -0.01 -0.5245
C -7.182192 5.300806 -3.168235 0.00 0.00 -0.01 -0.3972
C -6.289203 5.838874 -4.135043 -0.01 -0.01 0.00 -0.5420
C -5.057993 5.935132 -3.544253 0.01 -0.01 0.01 -0.3030
H -4.427883 5.431688 -1.590543 -0.03 -0.01 0.02 0.2108
H -6.759532 4.693641 -1.065295 -0.01 0.01 0.00 0.3668
H -8.231133 5.095633 -3.300394 0.00 0.00 0.00 0.4016
H -6.525794 6.123647 -5.146406 0.00 0.00 0.00 0.3964
H -4.116224 6.289972 -3.926954 -0.01 0.02 0.00 0.3697

***

87
Properties=species:S:1:pos:R:3:forces:R:3:lowdin_spin:R:1 method="wB97M-V/def2-TZVPD" largest_force_ha_per_bohr=0.0365 lumo_ha="0.1508 / 0.1493" total_energy_ev=-413528.8191 s_squared=2.0267 total_charge=-2 relative_energy_kcal_mol=44.65 spin_multiplicity=3
Ti -1.634047 0.520687 -0.967842 -0.43 -1.01 -1.52 0.0750
Br 2.365679 3.538041 3.958120 0.10 -0.02 0.01 0.3690
C 0.423843 3.453843 2.356985 -0.06 0.02 0.11 0.4150
C -0.844264 3.426106 2.873294 0.28 -0.08 -0.01 0.0493
Br -1.161194 4.157365 4.613525 -0.09 0.02 0.07 0.0344
C -1.889518 2.858151 2.144380 -0.11 0.04 -0.21 0.0126
Br -3.666452 2.797062 2.765319 -0.30 -0.01 0.14 0.0141
C -1.670100 2.326273 0.874879 0.20 0.06 0.10 -0.0065
O -2.622620 1.800236 0.080383 0.45 0.33 0.15 0.0035
C -0.339279 2.326661 0.370158 0.02 -0.07 -0.33 0.0126
O -0.164643 1.755731 -0.833992 0.10 0.48 0.38 0.0068
C 0.664222 2.915948 1.127509 -0.12 0.10 0.13 0.0585
Br 2.421673 3.069995 0.324605 0.06 0.21 0.01 0.0397
C 5.019832 -1.114873 1.829658 0.00 0.02 0.06 0.0001
C 4.394104 -1.990513 0.750911 0.05 0.01 -0.04 0.0000
C 2.923994 -2.304623 1.004424 -0.02 -0.18 -0.02 0.0001
C 2.023215 -1.080190 1.062063 0.08 0.12 -0.13 0.0007
N 2.196810 -0.182454 -0.060420 0.12 -0.07 -0.17 0.0009
C 1.610394 -0.320423 -1.260578 -0.19 -0.04 0.28 0.0036
S 0.435452 -1.508770 -1.568774 0.06 -0.07 0.27 0.0035
N 1.946828 0.587659 -2.183500 0.16 0.10 -0.17 0.0019
C 1.223798 0.693498 -3.445821 -0.24 0.21 0.12 0.0001
C 1.743307 -0.243747 -4.520612 -0.16 -0.20 -0.03 0.0001
C 3.074895 0.133023 -5.150241 0.09 0.08 -0.08 0.0000
C 4.283721 -0.020443 -4.236797 0.08 0.02 0.14 0.0000
H 6.073197 -0.915739 1.630391 0.04 -0.02 -0.04 0.0000
H 4.952726 -1.590746 2.810259 -0.02 -0.04 0.03 0.0000
H 4.521032 -0.149788 1.912817 -0.03 0.07 -0.02 0.0001
H 4.948637 -2.930768 0.674647 0.00 -0.01 0.01 0.0000
H 4.492788 -1.500457 -0.222146 -0.02 0.01 0.01 0.0000
H 2.817689 -2.826477 1.961020 0.01 -0.07 0.02 0.0000
H 2.541964 -2.978707 0.232179 0.05 0.05 0.00 0.0001
H 2.220918 -0.488468 1.958354 0.25 -0.11 -0.30 0.0000
H 0.980332 -1.401356 1.100804 0.24 -0.08 -0.07 0.0006
H 2.637489 0.709551 0.136328 0.00 -0.12 -0.08 0.0002
H 2.301616 1.461785 -1.811076 -0.02 -0.10 0.01 0.0007
H 1.334843 1.733183 -3.763795 -0.03 0.02 -0.07 0.0000
H 0.147246 0.517385 -3.270384 0.38 0.09 -0.10 0.0001
H 0.977870 -0.277495 -5.300387 -0.02 -0.01 -0.06 0.0000
H 1.792546 -1.255323 -4.104776 0.00 0.05 -0.02 0.0000
H 3.022587 1.164262 -5.514954 -0.01 0.05 0.00 0.0000
H 3.226601 -0.489925 -6.036511 0.02 -0.03 -0.04 0.0000
H 4.220462 0.617624 -3.355085 -0.03 0.01 -0.07 0.0001
H 5.207382 0.224517 -4.762826 0.06 0.00 -0.05 0.0000
H 4.367007 -1.045561 -3.871727 -0.02 -0.06 0.00 0.0000
C 0.417332 -0.028488 3.727500 -0.03 -0.02 -0.08 -0.0006
C -0.986177 -0.495837 4.059164 -0.19 0.07 0.22 0.0046
N -1.073512 -1.953148 4.158612 0.03 0.11 0.06 -0.0004
C -0.394116 -2.559920 5.293379 0.02 0.04 0.03 -0.0001
C 0.854277 -3.329427 4.884933 0.03 -0.08 -0.01 0.0000
C -1.816239 -2.783531 3.383587 -0.03 0.01 -0.35 0.0013
O -1.932874 -3.971122 3.680932 -0.08 -0.12 0.13 -0.0004
C -2.478050 -2.267241 2.140961 0.17 -0.13 0.30 0.0434
C -3.766296 -2.764160 1.833234 -0.07 0.10 -0.21 0.2886
C -4.305553 -2.359518 0.597584 -0.24 -0.08 -0.01 0.0466
C -3.630343 -1.534111 -0.248919 0.34 0.00 0.11 0.1623
N -2.346096 -1.059720 0.039671 -0.30 -0.42 0.54 0.1986
C -1.819810 -1.463761 1.260605 -0.10 0.12 -0.48 0.1145
H 0.476472 1.051391 3.630316 -0.07 0.21 0.00 -0.0010
H 0.756856 -0.470855 2.792048 -0.41 0.17 0.49 -0.0001
H 1.128473 -0.307536 4.507291 0.02 -0.05 0.05 0.0001
H -1.717612 -0.138244 3.334167 0.12 -0.05 0.04 0.0020
H -1.288105 -0.089126 5.031797 -0.01 0.05 -0.05 0.0006
H -1.091265 -3.227616 5.805154 0.04 0.01 -0.02 -0.0001
H -0.130635 -1.749343 5.976019 0.00 -0.02 0.00 0.0000
H 0.581134 -4.182786 4.264817 -0.01 0.03 -0.01 0.0000
H 1.388081 -3.695933 5.763871 0.00 -0.02 0.05 0.0000
H 1.531770 -2.688624 4.320366 0.02 0.03 -0.01 0.0000
H -4.270413 -3.441914 2.501605 -0.02 -0.04 0.03 0.0218
H -5.286919 -2.703335 0.289884 -0.01 0.00 0.02 -0.0034
H -4.044660 -1.211285 -1.194963 0.03 -0.01 0.06 0.0104
H -0.811596 -1.121754 1.468608 -0.20 0.02 -0.01 0.0055
C -4.799131 2.501278 -2.658285 -0.15 -0.02 0.09 0.0002
Ge -3.110093 1.978301 -3.499777 0.34 0.00 0.30 0.0010
C -1.946556 3.552699 -3.356523 0.14 0.10 0.03 0.0003
C -3.511020 1.793354 -5.406705 -0.07 -0.11 -0.25 0.0000
C -2.282210 0.431718 -2.742850 -0.21 0.24 0.68 0.0055
H -5.218642 3.378389 -3.155158 -0.06 0.04 -0.01 0.0000
H -4.616014 2.735160 -1.610045 0.01 0.01 0.06 0.0000
H -5.523084 1.686882 -2.700593 -0.05 -0.02 -0.02 0.0000
H -2.538266 4.469947 -3.341000 0.01 0.04 -0.03 0.0000
H -1.257518 3.593291 -4.202983 0.01 0.02 -0.04 0.0000
H -1.344682 3.509432 -2.447617 -0.05 -0.02 0.03 0.0000
H -3.875160 2.745091 -5.795408 -0.04 0.04 -0.08 0.0000
H -4.275128 1.032789 -5.569960 -0.05 -0.03 -0.03 0.0000
H -2.618243 1.503562 -5.959663 0.06 0.00 -0.05 0.0000
H -2.572963 -0.536690 -3.166419 0.06 0.01 0.04 0.0017